18
Properties=species:S:1:pos:R:3:mulliken_charge:R:1 method="wB97M-V/def2-TZVPD" charge=+1 e_above_lowest_kcal_mol=56.99 spin_multiplicity=1 orbital_gap_ev=8.658
C 0.88 1.30 1.16 -0.7694
C -0.87 -1.61 0.81 -0.9805
C 0.61 0.68 -1.13 0.2981
N -0.40 1.48 -1.44 -0.4101
N 1.31 0.70 0.00 -0.3211
N -0.83 -1.31 -0.68 -0.5296
I 3.22 -0.18 0.06 0.3362
H 0.46 0.58 1.90 0.2650
H 1.64 1.90 1.67 0.3404
H -0.01 1.95 0.98 0.2950
H -1.22 -0.81 1.51 0.3160
H -1.47 -2.43 1.18 0.3954
H 0.10 -1.80 1.21 0.3604
H 0.86 -0.05 -1.91 0.3560
H -0.80 1.25 -2.34 0.2898
H -1.13 1.74 -0.81 0.2266
H -1.78 -1.14 -1.13 0.2571
H -0.55 -2.25 -1.06 0.2747